(1)
The following is a quantum chemistry calculation of the molecule C4H8N4O, from OMol25.

Geometry as XYZ:
```
17
Properties=species:S:1:pos:R:3
C 0.9825 1.4214 -1.0634
C 0.7867 1.4616 0.3099
C -0.5408 -2.0986 0.5131
C -1.5292 -1.0058 -0.1851
N -1.0649 0.3324 -0.3292
N -0.2023 0.1696 -2.7533
N 0.0043 0.5950 -1.6907
N 1.6086 1.8654 1.3262
O -0.2918 0.7840 0.7892
H 1.7970 1.7887 -1.5626
H -1.1903 -2.8315 0.9092
H 0.3218 -2.5269 -0.1059
H -0.0424 -1.5748 1.2986
H -2.5867 -1.0566 0.2293
H -1.6252 -1.2187 -1.2221
H 2.5070 2.1575 1.2797
H 1.0658 1.7373 2.2572
```

- E_LUMO: 0.681 eV
- E_HOMO: -7.98 eV
- Net charge: 0

***

(2)
The following is a quantum chemistry calculation of a structure of composition C18H19N7O3PdS3, from OMol25.

Geometry as XYZ:
```
51
Properties=species:S:1:pos:R:3
Pd -0.9854 -1.4259 -1.2262
N 1.9894 -0.7769 -4.2065
C 1.0961 -1.2198 -3.2987
S -0.5429 -0.6471 -3.4364
N 1.5609 -2.1104 -2.4327
N 0.6063 -2.4939 -1.5582
C 0.7714 -3.5103 -0.7902
C -0.2982 -3.7766 0.1590
C -0.2782 -4.8390 1.0509
C -1.3614 -5.0341 1.8881
C -2.4368 -4.1625 1.8175
C -2.3889 -3.1115 0.9204
N -1.3517 -2.9206 0.1069
H 1.7628 0.0456 -4.7341
H 2.9580 -1.0087 -4.0623
H 1.6715 -4.1087 -0.8513
H 0.5831 -5.4915 1.0796
H -1.3662 -5.8563 2.5911
H -3.3024 -4.2813 2.4530
H -3.1855 -2.3838 0.8377
C -2.4862 2.4840 -2.5805
N -2.3717 2.3181 -1.1513
C -1.8044 3.3886 -0.3285
C -1.6046 2.7088 1.0369
N -2.1148 1.3583 0.8030
C -2.4526 1.1830 -0.4789
S -3.0143 -0.3188 -1.1369
H -1.5212 2.8237 -2.9664
H -3.2627 3.2119 -2.8165
H -2.7315 1.5250 -3.0281
H -2.4932 4.2339 -0.2819
H -0.8623 3.7053 -0.7719
H -2.1787 3.1947 1.8247
H -0.5574 2.6833 1.3371
H -1.7917 0.5670 1.3596
O -0.2489 -0.2539 2.1879
S 0.9077 -0.3653 1.3103
O 1.5388 -1.6601 1.2699
N 0.5334 0.1804 -0.1464
C 1.0732 1.3934 -0.4047
O 0.8345 2.1036 -1.3750
C 2.0372 1.8183 0.6862
C 2.8198 2.9575 0.7361
C 3.6172 3.1541 1.8567
C 3.6222 2.2337 2.9032
C 2.8304 1.0926 2.8553
C 2.0520 0.9159 1.7290
H 2.8023 3.6605 -0.0864
H 4.2462 4.0325 1.9219
H 4.2528 2.4104 3.7649
H 2.8268 0.3732 3.6629
```

- E_LUMO: -0.357 eV
- E_HOMO: -7.65 eV
- Net charge: 0

***

(3)
The following is a quantum chemistry calculation of the molecule C3H4OS2, from OMol25.

Geometry as XYZ:
```
10
Properties=species:S:1:pos:R:3
O -1.7067 0.3252 1.8102
C -0.9290 0.0737 0.9427
C -0.4538 1.1085 -0.0430
S 0.2786 0.3411 -1.4820
C 0.9415 -1.0568 -0.5793
S -0.1152 -1.6028 0.7456
H 0.2768 1.7265 0.4573
H -1.2877 1.7486 -0.3449
H 1.9227 -0.8159 -0.2111
H 1.0730 -1.8481 -1.2957
```

- SMILES: O=C1CSCS1
- E_LUMO: 0.578 eV
- E_HOMO: -9.28 eV
- Net charge: 0

***

(4)
The following is a quantum chemistry calculation of a structure of composition C5H9BrEuNO4P, from OMol25.

Geometry as XYZ:
```
22
Properties=species:S:1:pos:R:3
O 2.4731 0.2421 2.4320
C 1.6382 0.4786 1.4029
N 1.9601 1.4428 0.2418
C 0.8394 1.4442 -0.8194
C -0.4363 0.9824 0.1342
C -1.9307 0.8608 -0.5262
O -2.6666 -0.3642 -0.1775
O -3.1482 -0.3020 1.0313
C 0.1023 -0.1488 1.1910
P 0.4492 -1.9336 0.6077
O 2.2092 -2.1246 0.5433
Br -0.2581 -2.3250 -1.5132
H 2.9065 1.3421 -0.1855
H 0.9751 0.5127 -1.5223
H 0.7320 2.5055 -1.3460
H -0.5486 1.9462 0.8296
H -1.8323 1.0478 -1.6946
H -2.5945 1.7695 -0.1284
H -2.9553 -1.2245 1.4248
H -0.2887 -0.1623 2.2951
H 2.4226 -2.2188 -0.4498
Eu -0.0482 -3.7710 -3.7710
```

- E_LUMO (alpha / beta): -9.777 / -9.550 eV
- Multiplicity: 8
- E_HOMO (alpha / beta): -14.80 / -14.80 eV
- Net charge: +2

***

(5)
The following is a quantum chemistry calculation of a structure of composition C24H41AsB2EuF4N8O4S3, from OMol25.

Geometry as XYZ:
```
88
Properties=species:S:1:pos:R:3
Eu 7.0452 -3.9932 16.3023
C 10.0390 -1.8716 12.9549
C 9.0533 -2.3513 14.0406
N 8.5237 -3.5686 14.1223
O 8.5252 -4.1678 12.8838
B 7.4954 -5.1422 12.5576
F 7.8623 -6.4559 13.0011
F 7.3364 -5.0601 11.1834
O 6.0554 -5.0543 13.1364
N 5.8799 -4.2039 14.1681
C 4.9677 -3.2476 13.9482
C 4.0127 -3.4239 12.8024
C 4.8188 -2.0504 14.8030
N 5.5607 -1.9622 15.8571
O 5.3953 -1.0372 16.8207
B 6.5118 -0.0662 16.8103
F 6.3310 0.7573 17.9310
F 6.4528 0.6510 15.5276
O 7.7804 -0.7181 16.9116
N 8.0272 -1.7569 16.0873
C 8.8295 -1.4376 15.1127
C 9.3305 -0.0600 14.9048
C 3.7783 -0.9612 14.4817
H 9.7394 -1.0448 12.3068
H 10.2312 -2.7226 12.2853
H 11.0229 -1.6414 13.3905
H 4.5503 -3.6684 11.9109
H 3.3672 -2.5909 12.7306
H 3.3718 -4.2906 12.9482
H 9.0333 0.3473 13.9351
H 10.4300 -0.0387 14.9480
H 8.8763 0.5721 15.6872
H 3.6739 -0.2575 15.3645
H 2.8486 -1.4084 14.1112
H 4.1290 -0.3105 13.6868
S 3.5754 -3.0079 22.7550
C 4.3291 -3.9928 21.6887
S 4.8514 -3.4944 20.0813
C 5.4544 -5.1351 19.7316
N 5.2721 -5.8936 20.7568
N 4.7778 -5.2588 21.8797
C 4.3804 -6.1799 22.9401
C 3.5331 -5.8244 24.0179
C 3.2327 -6.8289 24.9362
C 3.7655 -8.1074 24.8495
C 4.6940 -8.3928 23.8515
C 4.9952 -7.4504 22.8945
S 6.1251 -5.7076 18.2650
H 3.0734 -4.8454 24.0392
H 2.5732 -6.6498 25.8064
H 3.4351 -8.9289 25.4500
H 5.1732 -9.3846 23.8512
H 5.7156 -7.6736 22.0982
N 7.4871 -10.0964 15.4867
C 8.1024 -8.8177 14.9936
C 7.9425 -7.7330 16.0639
N 8.0033 -6.3478 15.5604
H 7.6913 -10.8976 14.9078
H 6.4404 -9.9111 15.5754
H 7.7450 -10.2667 16.4771
H 7.6403 -8.5875 14.0026
H 9.1491 -9.0096 14.8131
H 8.6771 -7.9819 16.8505
H 6.9628 -7.8687 16.5919
H 7.4881 -6.2422 14.6520
H 8.9734 -6.1183 15.2578
C 11.7600 -3.7584 19.3379
C 10.8140 -4.0521 20.5386
As 8.9099 -4.7792 19.9941
C 8.7966 -6.0151 21.5432
C 8.6143 -5.4070 22.9633
C 8.1017 -3.1214 20.8592
C 7.9684 -2.1568 19.7116
H 12.7762 -3.7839 19.6048
H 11.6145 -2.7540 18.9093
H 11.6227 -4.5183 18.5338
H 10.7216 -3.1118 21.1451
H 11.2935 -4.8422 21.1282
H 9.6934 -6.6505 21.4489
H 7.8976 -6.6520 21.1989
H 9.2599 -4.5849 23.2492
H 8.8486 -6.1459 23.7102
H 7.5816 -5.1696 23.1722
H 8.6963 -2.7561 21.6629
H 7.1595 -3.4382 21.2406
H 8.9713 -1.8249 19.4162
H 7.3657 -1.2298 19.8650
H 7.6665 -2.6622 18.7662
```

- E_LUMO (alpha / beta): -7.373 / -8.619 eV
- Multiplicity: 8
- E_HOMO (alpha / beta): -13.18 / -13.15 eV
- Net charge: +2

***

(6)
The following is a quantum chemistry calculation of the molecule C4H4ClN3OS, from OMol25.

Geometry as XYZ:
```
14
Properties=species:S:1:pos:R:3
O -1.2651 -2.7591 -0.2417
C -0.7721 -1.6685 -0.3648
C -0.7174 -0.9735 -1.7167
Cl 0.9748 -0.7205 -2.2440
N -0.2213 -1.0201 0.7222
C 0.1880 0.2979 0.8330
N -0.3252 1.2785 0.1708
N 0.2730 2.4765 0.4430
C 1.2027 2.3619 1.3318
S 1.4796 0.7581 1.9070
H -1.1920 -1.6421 -2.4383
H -1.1868 -0.0086 -1.6599
H -0.2064 -1.5932 1.5449
H 1.7681 3.2128 1.7126
```

- SMILES: O=C(CCl)Nc1nncs1
- E_LUMO: 0.283 eV
- E_HOMO: -9.92 eV
- Net charge: 0

***

(7)
The following is a quantum chemistry calculation of a structure of composition C53H43FeN2O2PSTe2, from OMol25.

Geometry as XYZ:
```
105
Properties=species:S:1:pos:R:3
Fe -2.1581 0.4826 0.9209
S -0.9220 3.4024 1.9972
C 0.7340 3.6177 1.8448
C 1.6419 3.6863 2.8913
C 2.9411 4.1186 2.6401
C 3.2985 4.4408 1.3553
C 2.4725 4.2841 0.2487
C 1.0745 3.9067 0.5557
N -0.0066 3.7744 -0.3653
C -1.0531 3.4921 0.3377
C -2.4313 3.3725 -0.1327
C -3.0551 4.4878 -0.6349
C -4.3414 4.4484 -1.0658
C -5.0550 3.2678 -1.0190
C -4.4223 2.1171 -0.5290
C -3.1167 2.1101 0.0192
H 1.2300 3.4776 3.8800
H 3.7767 4.1796 3.4393
H 4.3282 4.8136 1.2129
H 2.8558 4.3461 -0.7607
H -2.4761 5.3904 -0.7907
H -4.7884 5.3728 -1.4065
H -6.0498 3.2625 -1.3900
H -5.0828 1.2716 -0.6329
O 0.7146 -0.3583 3.9059
C 0.0231 -0.2301 2.9087
O -1.2777 -0.2348 2.6741
C 0.7773 -0.1273 1.5565
C 2.1340 -0.4647 1.4589
C 2.7365 -0.3673 0.2073
C 1.9425 0.0147 -0.8365
C 0.5510 0.2109 -0.6309
N -0.0341 0.1174 0.5320
H 2.5551 -0.7700 2.3750
H 3.8059 -0.5418 -0.0841
H 2.2272 0.3859 -1.8284
H 0.0239 0.6395 -1.4980
C -2.0760 -5.3112 3.1593
C -1.3013 -4.7946 2.0697
C -1.7406 -3.7085 1.3677
C -2.9423 -3.0950 1.7168
C -3.7800 -3.6867 2.6923
C -3.2827 -4.7077 3.4609
P -3.5903 -1.6190 0.8070
C -4.3517 -2.1348 -0.7614
C -5.2673 -3.1321 -0.7439
C -5.9183 -3.4442 -1.9282
C -5.7423 -2.7132 -3.0864
C -4.7953 -1.7370 -3.1107
C -4.1070 -1.4407 -1.9477
C -5.0773 -0.9808 1.7518
C -6.3815 -0.9675 1.2703
C -7.4172 -0.5533 2.1089
C -7.1905 -0.2530 3.4482
C -5.8546 -0.2679 3.9034
C -4.8258 -0.6673 3.0763
H -1.6631 -6.1287 3.7323
H -0.3510 -5.2891 1.8777
H -1.0586 -3.3597 0.6053
H -4.8163 -3.3666 2.8930
H -3.9361 -5.0715 4.2660
H -5.4447 -3.7430 0.1253
H -6.6239 -4.2193 -1.8974
H -6.3710 -2.8290 -3.9464
H -4.6093 -1.1513 -4.0210
H -3.3738 -0.6354 -1.9280
H -6.5672 -1.1625 0.2470
H -8.4646 -0.7361 1.7959
H -7.9891 -0.0400 4.1622
H -5.6637 -0.0070 4.9893
H -3.7949 -0.7348 3.5150
C 1.7313 2.6935 -5.0452
Te -0.2445 2.7898 -4.1224
C -0.5714 1.1335 -5.3810
C 0.7756 0.4243 -5.4626
C 0.9922 -0.9379 -5.6930
C 2.2654 -1.4750 -5.9495
C 3.3583 -0.6264 -5.8818
C 3.1702 0.7415 -5.5765
C 1.8691 1.2482 -5.3886
H 2.4517 3.0627 -4.3331
H 1.7933 3.2471 -5.9664
H -0.8469 1.4786 -6.3747
H -1.4356 0.5853 -5.0514
H 0.1147 -1.5724 -5.7594
H 2.3839 -2.5153 -6.1940
H 4.3453 -0.9869 -6.0102
H 4.0797 1.2831 -5.4536
C 7.4823 1.3900 2.3499
Te 5.8332 1.4467 1.0623
C 6.6510 -0.4497 0.3094
C 7.5763 -0.8913 1.3919
C 8.0650 -2.2277 1.3425
C 8.8081 -2.6608 2.4051
C 9.1364 -1.8170 3.4911
C 8.7210 -0.5123 3.4771
C 7.8661 -0.0421 2.4478
H 7.1954 1.7562 3.3106
H 8.3598 1.8921 1.9873
H 7.1635 -0.3018 -0.6747
H 5.9092 -1.2825 0.1883
H 7.8298 -2.9466 0.5587
H 9.1942 -3.6729 2.3914
H 9.7633 -2.1828 4.3152
H 9.0085 0.2198 4.2628
```

- E_LUMO (alpha / beta): -2.308 / -5.003 eV
- Multiplicity: 6
- E_HOMO (alpha / beta): -9.69 / -9.69 eV
- Net charge: +1

***

(8)
The following is a quantum chemistry calculation of a structure of composition C5H8O, from OMol25.

Geometry as XYZ:
```
14
Properties=species:S:1:pos:R:3
C -0.0376 -1.4947 0.4391
C 1.2093 -0.8511 -0.1001
C -0.0696 -0.0652 -0.0032
C -0.5874 0.8107 -1.1535
O -0.4859 1.9726 -0.3110
C -0.4035 1.1436 0.8556
H -0.5064 -2.3069 -0.1079
H -0.0579 -1.6177 1.5215
H 2.0592 -0.6621 0.5503
H 1.4928 -1.1653 -1.1056
H 0.0835 0.8752 -2.0164
H -1.6229 0.6804 -1.4980
H 0.3011 1.5107 1.6093
H -1.4026 1.0412 1.3123
```

- E_LUMO: 1.073 eV
- E_HOMO: -9.53 eV
- Net charge: 0